# 1
A structure of composition C39H45Cl3N9ORu. Source: OMol25; level of theory: wB97M-V/def2-TZVPD.

Each line ends with the Mulliken spin population.
Element x y z (Å)
Ru -0.522 -0.179 0.228  2.4855
C 0.794 0.601 1.855  0.1858
C 1.199 1.944 1.489  0.1543
C 2.458 1.834 0.797  0.1471
C 2.892 0.497 0.965  0.2509
C 1.902 -0.282 1.580  0.0553
C 1.964 -1.717 1.997  0.0825
C 0.880 -2.541 1.251  0.1032
C 3.352 -2.316 1.756  0.0091
C 1.690 -1.784 3.518  0.0517
C 3.228 2.793 -0.070  0.0228
C 2.321 3.480 -1.110  0.0100
C 3.933 3.850 0.812  0.0502
C 4.342 2.071 -0.841  0.0070
C 0.283 3.050 1.948  0.2103
C -0.977 2.894 1.066  0.1859
C -0.101 2.819 3.430  0.0401
C 0.769 4.494 1.870  0.0172
H 0.181 0.432 2.736  -0.0445
H 3.849 0.120 0.659  -0.0077
H 0.563 -2.065 0.286  -0.0258
H 0.002 -2.707 1.878  -0.0106
H 1.287 -3.517 0.992  0.0165
H 3.615 -2.354 0.702  -0.0028
H 3.384 -3.330 2.145  -0.0002
H 4.107 -1.744 2.287  -0.0008
H 0.660 -1.538 3.759  -0.0037
H 2.352 -1.108 4.051  0.0011
H 1.892 -2.795 3.862  0.0008
H 1.737 4.290 -0.691  0.0030
H 1.637 2.764 -1.565  0.0039
H 2.940 3.909 -1.893  -0.0006
H 3.253 4.369 1.473  -0.0054
H 4.404 4.578 0.156  0.0028
H 4.706 3.372 1.407  -0.0012
H 3.951 1.289 -1.488  -0.0021
H 5.083 1.646 -0.171  0.0012
H 4.864 2.793 -1.462  0.0003
H -1.429 1.899 1.224  -0.0285
H -0.710 3.031 0.016  -0.0250
H -1.708 3.649 1.347  0.0085
H -0.819 2.016 3.567  -0.0047
H -0.551 3.723 3.828  0.0008
H 0.783 2.608 4.026  -0.0019
H 1.068 4.789 0.873  0.0003
H 1.585 4.666 2.565  -0.0005
H -0.047 5.149 2.165  -0.0007
C -5.596 1.183 -1.623  -0.0011
N -4.325 0.508 -1.514  0.0009
C -3.248 0.872 -0.821  0.0069
N -2.300 -0.052 -0.975  -0.0352
C -2.882 -0.988 -1.771  0.0237
N -4.096 -0.655 -2.107  0.0061
C -5.448 2.674 -1.791  0.0003
C -6.375 3.545 -1.210  0.0002
C -6.251 4.919 -1.374  0.0000
C -5.201 5.451 -2.098  0.0002
C -4.270 4.584 -2.686  0.0002
C -4.413 3.196 -2.540  -0.0005
C -3.138 5.068 -3.422  0.0001
N -2.762 6.297 -3.694  0.0001
N -1.632 6.252 -4.331  0.0001
C -1.280 4.994 -4.467  -0.0001
O -2.214 4.198 -3.892  0.0000
C -0.071 4.414 -4.975  0.0005
C 0.980 5.177 -5.499  0.0002
C 2.149 4.539 -5.867  0.0000
C 2.305 3.170 -5.675  -0.0004
C 1.259 2.401 -5.156  -0.0002
C 1.393 0.914 -4.927  0.0005
N 1.285 0.535 -3.528  0.0097
C 0.363 0.802 -2.599  0.0102
N 0.668 0.154 -1.471  -0.0453
C 1.814 -0.512 -1.791  0.0645
N 2.194 -0.284 -3.013  0.0074
C 0.065 3.024 -4.854  0.0002
H -6.188 0.967 -0.728  0.0001
H -6.116 0.750 -2.485  0.0002
H -3.169 1.776 -0.251  -0.0048
H -2.414 -1.902 -2.083  0.0120
H -7.198 3.143 -0.639  0.0000
H -6.982 5.574 -0.928  0.0000
H -5.085 6.516 -2.222  0.0000
H -3.716 2.540 -3.039  0.0000
H 0.861 6.242 -5.617  0.0000
H 2.955 5.105 -6.305  0.0000
H 3.238 2.699 -5.947  0.0000
H 2.370 0.548 -5.249  -0.0001
H 0.617 0.380 -5.489  0.0001
H -0.486 1.447 -2.722  0.0073
H 2.357 -1.148 -1.119  -0.0224
H -0.790 2.450 -4.531  0.0001
Cl -4.800 -2.550 1.214  0.0082
C -3.993 -1.689 2.578  0.0022
Cl -4.964 -0.270 3.086  0.0026
Cl -3.695 -2.794 3.952  0.0006
C -2.767 -1.188 2.044  0.0596
N -1.811 -0.737 1.578  -0.0561

The multiplicity is 5. Its charge is +3. The value obtained for the molecular weight is 863.280 g mol⁻¹. The largest force on an atom comes out at 3.51 eV Å⁻¹. The LUMO energy (spin up / spin down) comes out at -9.8314 / -11.7611 eV.

***

# 2
A structure of composition C39H45ClN4O4PTl. Source: OMol25; level of theory: wB97M-V/def2-TZVPD.

Each line ends with the Mulliken charge.
Element x y z (Å)
Tl 0.397 0.252 -0.921  1.0334
O 3.815 2.205 1.156  -0.7260
C 3.002 1.302 1.361  -0.2125
O 2.153 0.800 0.554  -0.5890
C 2.939 0.673 2.757  0.6579
C 4.107 0.703 3.518  -0.6806
C 4.157 0.137 4.779  -0.5025
C 3.017 -0.449 5.314  -0.8398
C 1.840 -0.454 4.584  -0.1830
C 1.777 0.093 3.299  0.1721
P 0.123 0.190 2.450  1.1243
C -0.700 -1.379 2.968  0.3653
C -1.367 -1.618 4.172  0.1014
C -1.943 -2.855 4.432  -0.8169
C -1.857 -3.879 3.497  -0.4994
C -1.199 -3.658 2.296  -0.6961
C -0.635 -2.416 2.035  -0.4537
C -0.705 1.439 3.536  0.6467
C -2.099 1.485 3.636  -0.4511
C -2.734 2.446 4.411  -0.7869
C -1.988 3.394 5.098  -0.7855
C -0.603 3.384 4.984  -0.7589
C 0.032 2.421 4.207  -0.7830
H 4.972 1.185 3.081  0.4782
H 5.080 0.155 5.347  0.3904
H 3.038 -0.891 6.304  0.4315
H 0.957 -0.893 5.028  0.3296
H -1.449 -0.832 4.911  0.4170
H -2.459 -3.020 5.371  0.4066
H -2.306 -4.843 3.703  0.3946
H -1.133 -4.448 1.557  0.4223
H -0.135 -2.248 1.086  0.2017
H -2.701 0.753 3.110  0.5065
H -3.815 2.448 4.482  0.4423
H -2.481 4.137 5.716  0.3529
H -0.010 4.125 5.509  0.4079
H 1.115 2.419 4.146  0.3778
C -1.029 4.745 1.984  -1.2402
N -1.042 3.867 0.827  0.9214
C -2.293 3.159 0.587  -0.4048
C 0.046 3.607 0.064  1.0859
C 1.320 4.363 0.324  -1.8462
O 0.038 2.734 -0.823  -0.7702
H -1.398 4.205 2.857  0.3342
H -1.670 5.614 1.817  0.3507
H -0.020 5.085 2.204  0.4228
H -3.129 3.829 0.795  0.4941
H -2.383 2.281 1.235  -0.6297
H -2.333 2.838 -0.446  0.1223
H 1.162 5.419 0.553  0.5128
H 1.945 4.262 -0.559  0.3695
H 1.860 3.892 1.153  0.3426
C -7.465 2.424 -3.871  -1.7543
C -7.526 2.531 -2.343  1.8387
C -8.030 3.933 -1.966  -1.9423
C -8.589 1.546 -1.832  -2.0656
C -6.128 2.245 -1.697  2.1373
O -6.103 2.657 -0.332  -0.7349
C -4.930 2.857 -2.440  -0.2855
C -4.825 4.383 -2.545  -0.6620
C -3.426 4.819 -2.918  -0.2109
C -2.697 5.670 -2.095  0.0639
C -1.400 6.053 -2.416  -0.8332
C -0.822 5.573 -3.577  0.4117
Cl 0.805 6.033 -3.980  -0.2321
C -1.526 4.730 -4.422  -0.9579
C -2.822 4.363 -4.089  -0.1467
C -5.915 0.721 -1.640  -2.0846
N -4.684 0.274 -0.992  0.9911
C -3.462 0.073 -1.516  -0.0486
N -2.633 -0.373 -0.597  -0.1739
C -3.432 -0.451 0.507  -0.7186
N -4.680 -0.077 0.318  -1.0068
H -8.465 2.577 -4.285  0.5050
H -7.125 1.435 -4.200  0.2854
H -6.809 3.177 -4.317  0.3256
H -8.947 4.138 -2.520  0.5089
H -7.326 4.731 -2.202  0.2481
H -8.289 3.994 -0.905  0.5089
H -9.579 1.900 -2.132  0.5180
H -8.574 1.477 -0.740  0.3526
H -8.467 0.542 -2.249  0.3458
H -6.408 3.566 -0.275  0.6289
H -4.869 2.423 -3.443  0.4560
H -4.045 2.522 -1.905  -0.8720
H -5.083 4.844 -1.588  0.6083
H -5.527 4.767 -3.287  0.3145
H -3.147 6.040 -1.177  0.3340
H -0.837 6.716 -1.767  0.4124
H -1.060 4.365 -5.330  0.4318
H -3.368 3.702 -4.757  0.3918
H -5.914 0.322 -2.656  0.5132
H -6.715 0.257 -1.078  0.5803
H -3.221 0.267 -2.556  0.4384
H -3.076 -0.808 1.466  0.6183

The value obtained for the molecular weight is 904.623 g mol⁻¹. The largest force on an atom comes out at 0.73 eV Å⁻¹. The LUMO energy comes out at 0.2311 eV.

***

# 3
A structure of composition C39H45N2O6TeTi. Source: OMol25; level of theory: wB97M-V/def2-TZVPD.

Each line ends with the Mulliken charge.
Element x y z (Å)
Ti 12.291 11.343 13.880  0.4171
O 13.417 14.846 15.734  -0.7607
C 12.728 13.842 15.738  -0.4404
O 12.686 13.020 14.747  0.0051
C 11.860 13.513 16.926  0.2451
C 10.336 13.729 16.558  -0.1647
C 9.540 13.866 17.883  -1.2337
C 9.518 12.337 18.338  -0.6036
C 10.325 11.681 17.231  0.3109
O 9.929 12.446 16.097  -0.1982
C 11.845 12.032 17.425  0.6003
C 12.801 11.138 16.655  -0.3333
O 13.975 11.065 17.018  -0.7928
O 12.343 10.474 15.637  -0.3005
H 12.111 14.103 17.831  0.5233
H 10.141 14.455 15.779  0.6767
H 10.074 14.465 18.613  0.3652
H 8.505 14.226 17.799  0.3556
H 9.972 12.208 19.324  0.3746
H 8.484 12.006 18.358  0.3441
H 10.122 10.685 17.040  -0.4575
H 12.208 11.938 18.468  0.5290
C 10.731 8.565 19.289  -1.5286
C 10.335 8.164 17.855  0.0449
C 8.903 8.512 17.516  1.2400
C 7.924 8.311 18.487  -0.7394
C 6.612 8.695 18.229  -0.9396
C 6.269 9.296 17.014  -0.4949
C 7.215 9.530 16.050  0.3299
C 6.781 10.311 14.825  -0.9853
C 6.720 11.830 15.043  -0.8141
C 8.543 9.085 16.279  -0.4370
N 9.507 9.348 15.298  0.2671
C 10.083 8.373 14.713  0.1540
C 11.103 8.362 13.642  -0.5619
C 11.228 7.239 12.737  -0.8109
C 11.958 7.679 11.670  -1.2340
C 12.272 9.009 11.895  -0.6251
N 11.775 9.441 13.107  1.3740
H 11.786 8.404 19.423  0.4372
H 10.255 7.998 20.099  0.4449
H 10.497 9.612 19.470  0.2736
H 10.467 7.098 17.668  0.5343
H 10.974 8.691 17.165  -0.0289
H 8.224 7.847 19.439  0.2383
H 5.838 8.490 18.984  0.3615
H 5.227 9.605 16.835  0.3966
H 5.798 9.969 14.519  0.5158
H 7.434 10.155 13.969  0.2159
H 6.018 12.035 15.865  0.3767
H 6.375 12.292 14.119  0.4274
H 7.702 12.189 15.307  -0.0873
H 9.812 7.304 14.949  0.1693
H 10.802 6.266 12.864  0.5045
H 12.290 7.047 10.858  0.4134
H 12.904 9.634 11.265  0.4624
C 10.774 12.155 12.851  -0.6611
H 10.966 13.199 12.663  0.2306
H 9.756 12.146 13.286  0.2284
H 10.749 11.596 11.909  0.2128
C 15.365 10.230 14.018  -1.5253
C 15.091 11.178 12.878  0.7038
C 15.785 12.497 13.095  -1.1375
O 13.682 11.480 12.795  -0.3464
H 16.369 9.806 13.986  0.4776
H 14.644 9.388 13.926  0.2279
H 15.178 10.729 14.949  0.2728
H 15.400 10.740 11.932  0.2888
H 15.459 12.905 14.054  0.1807
H 15.551 13.207 12.306  0.1528
H 16.880 12.365 13.126  0.4229
Te 13.024 15.475 11.125  0.2481
C 12.522 17.178 9.912  -0.1174
C 11.293 17.822 10.024  -0.0834
C 11.035 19.015 9.411  -0.5654
C 11.997 19.600 8.638  -0.2901
C 13.239 19.002 8.500  -0.6004
C 13.507 17.827 9.164  -0.2764
C 12.601 13.946 9.735  0.0939
C 11.335 13.559 9.370  -0.1931
C 11.125 12.494 8.464  -0.5306
C 12.195 11.786 7.983  -0.4707
C 13.497 12.203 8.300  -0.6150
C 13.702 13.272 9.165  -0.2599
H 10.468 17.410 10.570  0.3513
H 10.049 19.480 9.485  0.3332
H 11.836 20.550 8.145  0.3446
H 14.003 19.446 7.891  0.3666
H 14.506 17.394 9.191  0.3165
H 10.505 14.104 9.812  0.3200
H 10.117 12.260 8.156  0.3673
H 12.017 10.956 7.335  0.4507
H 14.342 11.739 7.814  0.3759
H 14.687 13.559 9.478  0.3492

Its charge is -1. The value obtained for the molecular weight is 813.264 g mol⁻¹. The largest force on an atom comes out at 2.77 eV Å⁻¹. The LUMO energy comes out at 2.1727 eV.